# 1
{
  "formula": "C30H58BrFNO21P",
  "method": "ωB97M-V with the def2-TZVPD basis set",
  "species": ["C", "C", "F", "C", "P", "N", "C", "C", "O", "Br", "C", "O", "O", "H", "H", "H", "H", "H", "H", "H", "H", "H", "H", "C", "C", "O", "C", "O", "O", "C", "H", "H", "H", "H", "H", "H", "H", "H", "C", "C", "O", "C", "O", "O", "C", "H", "H", "H", "H", "H", "H", "H", "H", "C", "C", "O", "C", "O", "O", "C", "H", "H", "H", "H", "H", "H", "H", "H", "C", "C", "O", "C", "O", "O", "C", "H", "H", "H", "H", "H", "H", "H", "H", "C", "C", "O", "C", "O", "O", "C", "H", "H", "H", "H", "H", "H", "H", "H", "C", "C", "O", "C", "O", "O", "C", "H", "H", "H", "H", "H", "H", "H", "H"],
  "xyz": [[-3.202, 2.311, 4.669], [-2.800, 1.263, 3.641], [-3.651, 1.333, 2.591], [-1.311, 1.285, 3.166], [-0.509, -0.232, 3.866], [-0.739, -0.396, 5.413], [-0.431, 2.501, 3.470], [-0.415, 3.361, 2.231], [0.811, 3.366, 1.604], [-0.965, 5.190, 2.660], [-1.363, 2.576, 1.305], [-1.990, 2.918, 0.418], [-1.352, 1.281, 1.730], [-2.519, 3.139, 4.780], [-4.138, 2.731, 4.333], [-3.425, 1.843, 5.612], [-2.982, 0.295, 4.085], [0.874, -0.128, 3.594], [-0.991, -1.316, 3.098], [-1.295, 0.365, 5.789], [0.585, 2.109, 3.505], [-0.558, 2.976, 4.418], [0.670, 3.523, 0.660], [4.748, 2.985, -4.237], [5.040, 2.539, -2.821], [5.170, 3.659, -1.931], [4.025, 4.206, -1.534], [2.915, 3.838, -1.830], [4.312, 5.238, -0.736], [3.164, 5.950, -0.275], [5.496, 3.703, -4.576], [4.747, 2.129, -4.913], [3.777, 3.474, -4.302], [5.995, 2.018, -2.783], [4.278, 1.852, -2.452], [2.453, 5.266, 0.184], [2.697, 6.495, -1.094], [3.500, 6.660, 0.475], [6.162, 3.669, 2.156], [4.662, 3.472, 2.153], [4.303, 2.147, 2.576], [4.330, 1.937, 3.891], [4.599, 2.749, 4.738], [3.988, 0.663, 4.112], [4.030, 0.273, 5.487], [6.649, 2.892, 1.565], [6.418, 4.643, 1.738], [6.563, 3.611, 3.167], [4.281, 3.573, 1.140], [4.157, 4.216, 2.770], [3.447, 0.951, 6.106], [5.061, 0.237, 5.835], [3.599, -0.723, 5.546], [2.382, -2.344, -8.672], [2.661, -2.752, -7.241], [2.791, -1.609, -6.384], [1.643, -1.042, -6.006], [0.536, -1.412, -6.300], [1.938, 0.015, -5.245], [0.802, 0.774, -4.824], [3.139, -1.640, -9.022], [2.384, -3.217, -9.324], [1.414, -1.852, -8.758], [3.614, -3.274, -7.181], [1.892, -3.423, -6.859], [0.060, 0.138, -4.346], [0.362, 1.294, -5.674], [1.161, 1.507, -4.105], [-1.041, -3.922, 0.071], [-2.530, -4.147, 0.236], [-2.824, -5.519, 0.532], [-2.619, -5.884, 1.798], [-2.235, -5.172, 2.690], [-2.908, -7.183, 1.904], [-2.663, -7.739, 3.201], [-0.630, -4.608, -0.670], [-0.843, -2.898, -0.246], [-0.512, -4.101, 1.007], [-3.045, -3.927, -0.697], [-2.951, -3.498, 1.003], [-3.157, -7.158, 3.976], [-1.592, -7.788, 3.390], [-3.073, -8.746, 3.196], [-0.945, 7.188, -2.860], [-1.235, 8.619, -2.459], [-0.154, 9.494, -2.813], [-0.105, 9.857, -4.095], [-0.885, 9.539, -4.955], [0.964, 10.641, -4.260], [1.185, 11.058, -5.608], [0.012, 6.863, -2.448], [-1.728, 6.523, -2.497], [-0.882, 7.088, -3.943], [-1.331, 8.690, -1.377], [-2.168, 8.976, -2.895], [0.292, 11.514, -6.029], [1.497, 10.210, -6.217], [1.984, 11.793, -5.584], [-7.016, -13.569, 3.648], [-7.152, -12.139, 4.127], [-6.040, -11.336, 3.709], [-6.076, -10.922, 2.441], [-6.953, -11.140, 1.646], [-4.967, -10.215, 2.209], [-4.828, -9.752, 0.861], [-6.057, -13.985, 3.959], [-7.818, -14.185, 4.056], [-7.060, -13.624, 2.561], [-7.145, -12.109, 5.215], [-8.087, -11.691, 3.791], [-5.713, -9.208, 0.539], [-4.638, -10.592, 0.194], [-3.976, -9.080, 0.840]],
  "orbital_gap_ev": 9.4,
  "total_energy_ev": -158586.50265,
  "multiplicity": 1,
  "homo_energy_ev": -9.155
}

***

# 2
{
  "formula": "C30H58Cl12N2O5S",
  "method": "ωB97M-V with the def2-TZVPD basis set",
  "species": ["C", "C", "C", "C", "N", "N", "C", "O", "C", "O", "C", "C", "O", "C", "C", "C", "C", "C", "C", "C", "C", "C", "C", "C", "C", "C", "C", "C", "C", "S", "O", "O", "H", "H", "H", "H", "H", "H", "H", "H", "H", "H", "H", "H", "H", "H", "H", "H", "H", "H", "H", "H", "H", "H", "H", "H", "H", "H", "H", "H", "H", "H", "H", "H", "H", "H", "H", "H", "H", "H", "H", "H", "H", "H", "H", "H", "H", "H", "Cl", "C", "Cl", "H", "H", "Cl", "C", "Cl", "H", "H", "Cl", "C", "Cl", "H", "H", "Cl", "C", "Cl", "H", "H", "Cl", "C", "Cl", "H", "H", "Cl", "C", "Cl", "H", "H"],
  "xyz": [[0.749, -1.781, 4.188], [1.690, -2.393, 3.463], [1.812, -2.274, 1.965], [3.230, -1.732, 1.533], [4.139, -2.866, 1.495], [3.741, -0.925, 2.684], [3.663, 0.449, 2.221], [3.321, 1.404, 2.845], [4.100, 0.354, 0.767], [4.148, 1.484, -0.028], [5.109, 2.441, 0.410], [5.978, 2.981, -0.738], [7.353, 2.883, -0.389], [7.866, 4.014, 0.288], [7.733, 3.948, 1.812], [3.237, -0.810, 0.258], [1.849, -0.158, -0.010], [0.823, -1.031, -0.764], [-0.640, -0.821, -0.321], [-0.985, 0.609, 0.147], [-1.356, 0.661, 1.629], [-1.997, 1.993, 2.083], [-3.498, 1.917, 2.381], [-4.359, 1.214, 1.310], [-5.430, 2.102, 0.617], [-5.356, 2.024, -0.913], [-4.055, 2.616, -1.480], [-3.427, 1.792, -2.624], [3.677, -1.401, -1.105], [5.422, -1.571, -1.459], [6.031, -0.269, -1.506], [6.044, -2.587, -0.661], [0.930, -1.590, 5.240], [-0.208, -1.503, 3.760], [2.418, -3.025, 3.966], [1.657, -3.267, 1.537], [0.982, -1.642, 1.661], [4.221, -3.286, 2.409], [3.901, -3.549, 0.792], [4.749, -1.043, 2.774], [5.107, -0.090, 0.863], [4.586, 3.264, 0.903], [5.793, 2.018, 1.146], [5.694, 4.021, -0.907], [5.847, 2.387, -1.640], [8.932, 4.047, 0.049], [7.436, 4.941, -0.105], [7.645, 2.915, 2.146], [6.870, 4.508, 2.179], [8.612, 4.367, 2.302], [1.426, 0.073, 0.971], [1.985, 0.794, -0.518], [0.937, -0.874, -1.840], [1.070, -2.084, -0.602], [-1.264, -1.051, -1.182], [-0.874, -1.579, 0.429], [-0.209, 1.331, -0.110], [-1.880, 0.915, -0.398], [-0.509, 0.384, 2.261], [-2.095, -0.133, 1.790], [-1.804, 2.740, 1.308], [-1.494, 2.289, 3.005], [-3.854, 2.944, 2.461], [-3.677, 1.419, 3.335], [-4.911, 0.391, 1.769], [-3.761, 0.763, 0.518], [-5.294, 3.156, 0.866], [-6.424, 1.782, 0.932], [-6.185, 2.629, -1.295], [-5.521, 1.004, -1.270], [-4.217, 3.632, -1.840], [-3.329, 2.705, -0.666], [-2.340, 1.755, -2.551], [-3.676, 2.218, -3.596], [-3.816, 0.773, -2.591], [3.195, -2.370, -1.245], [3.317, -0.711, -1.869], [5.367, -2.029, -2.739], [-1.543, -3.482, -2.232], [-0.457, -4.852, -1.973], [0.569, -4.592, -0.552], [-1.043, -5.747, -1.813], [0.174, -4.964, -2.847], [-6.504, 6.104, 1.410], [-4.836, 6.621, 1.682], [-3.671, 5.410, 1.133], [-4.663, 7.539, 1.134], [-4.691, 6.780, 2.744], [-4.793, -7.502, -1.005], [-4.630, -6.601, -2.515], [-3.381, -7.305, -3.563], [-5.577, -6.630, -3.044], [-4.362, -5.578, -2.282], [-7.348, -7.604, -5.273], [-6.353, -8.927, -4.642], [-6.452, -10.374, -5.649], [-5.324, -8.590, -4.614], [-6.703, -9.174, -3.646], [1.826, 7.506, 0.822], [2.760, 6.076, 0.371], [4.490, 6.289, 0.674], [2.411, 5.234, 0.957], [2.618, 5.889, -0.686], [-4.284, -1.907, -1.032], [-5.768, -2.331, -1.896], [-6.203, -4.042, -1.747], [-6.574, -1.740, -1.477], [-5.635, -2.107, -2.947]],
  "orbital_gap_ev": 9.1,
  "total_energy_ev": -206369.25649,
  "multiplicity": 1,
  "homo_energy_ev": -8.961
}

***

# 3
{
  "formula": "C30H58FNO16S6",
  "method": "ωB97M-V with the def2-TZVPD basis set",
  "species": ["N", "C", "C", "O", "C", "C", "O", "C", "O", "O", "C", "F", "H", "H", "H", "H", "H", "H", "H", "H", "H", "H", "O", "S", "O", "C", "C", "C", "C", "H", "H", "H", "H", "H", "H", "H", "H", "O", "S", "O", "C", "C", "C", "C", "H", "H", "H", "H", "H", "H", "H", "H", "O", "S", "O", "C", "C", "C", "C", "H", "H", "H", "H", "H", "H", "H", "H", "O", "S", "O", "C", "C", "C", "C", "H", "H", "H", "H", "H", "H", "H", "H", "O", "S", "O", "C", "C", "C", "C", "H", "H", "H", "H", "H", "H", "H", "H", "O", "S", "O", "C", "C", "C", "C", "H", "H", "H", "H", "H", "H", "H", "H"],
  "xyz": [[1.112, -0.258, 1.557], [1.076, -1.433, 0.670], [2.419, -2.193, 0.531], [2.465, -3.415, 1.258], [2.782, -2.476, -0.954], [3.857, -1.497, -1.357], [4.302, -1.604, -2.748], [5.435, -0.869, -2.707], [5.747, 0.022, -3.429], [6.153, -1.256, -1.600], [5.203, -1.524, -0.598], [5.491, -2.732, -0.020], [1.557, -0.484, 2.441], [1.706, 0.440, 1.121], [0.306, -2.106, 1.058], [0.787, -1.073, -0.315], [3.164, -1.512, 0.965], [1.687, -3.478, 1.819], [3.093, -3.515, -1.053], [1.908, -2.279, -1.577], [3.442, -0.484, -1.273], [5.223, -0.759, 0.183], [-1.888, -4.117, -1.108], [-1.821, -2.762, -1.596], [-0.565, -2.194, -2.024], [-3.035, -2.560, -2.897], [-4.295, -2.121, -2.160], [-3.840, -1.093, -1.115], [-2.611, -1.670, -0.402], [-3.142, -3.498, -3.437], [-2.664, -1.781, -3.564], [-5.028, -1.703, -2.848], [-4.750, -2.980, -1.663], [-3.569, -0.161, -1.617], [-4.623, -0.862, -0.398], [-1.899, -0.904, -0.104], [-2.884, -2.274, 0.460], [1.937, 2.354, 6.011], [0.889, 1.983, 5.090], [0.966, 0.748, 4.351], [-0.689, 2.107, 5.915], [-1.122, 3.549, 5.672], [-0.795, 3.843, 4.203], [0.629, 3.342, 3.937], [-0.564, 1.850, 6.960], [-1.371, 1.407, 5.434], [-2.181, 3.674, 5.888], [-0.560, 4.225, 6.323], [-1.497, 3.303, 3.571], [-0.885, 4.905, 3.972], [0.762, 2.959, 2.928], [1.382, 4.099, 4.148], [5.952, -0.789, -9.799], [6.587, -1.847, -9.052], [7.362, -2.859, -9.722], [7.542, -1.119, -7.724], [6.551, -1.009, -6.569], [5.768, -2.328, -6.554], [5.347, -2.624, -7.999], [7.939, -0.164, -8.060], [8.357, -1.805, -7.493], [7.057, -0.831, -5.623], [5.871, -0.172, -6.744], [6.409, -3.130, -6.184], [4.901, -2.274, -5.897], [5.322, -3.686, -8.228], [4.390, -2.168, -8.245], [-3.408, 1.938, 3.547], [-4.451, 1.511, 2.649], [-4.352, 0.249, 1.961], [-6.019, 1.621, 3.506], [-6.492, 3.045, 3.233], [-6.203, 3.308, 1.747], [-4.772, 2.831, 1.469], [-5.859, 1.397, 4.558], [-6.684, 0.882, 3.060], [-7.549, 3.162, 3.467], [-5.931, 3.747, 3.852], [-6.907, 2.744, 1.133], [-6.318, 4.360, 1.494], [-4.643, 2.431, 0.466], [-4.037, 3.612, 1.653], [-3.219, 2.195, 8.341], [-2.390, 1.276, 9.082], [-1.476, 0.387, 8.413], [-1.522, 2.184, 10.357], [-2.462, 2.137, 11.557], [-2.997, 0.699, 11.615], [-3.427, 0.313, 10.193], [-1.313, 3.188, 9.994], [-0.590, 1.654, 10.554], [-1.947, 2.416, 12.474], [-3.288, 2.836, 11.409], [-2.205, 0.029, 11.955], [-3.828, 0.605, 12.311], [-3.272, -0.740, 9.975], [-4.460, 0.588, 9.990], [-1.913, -0.453, -7.954], [-0.575, -0.332, -7.431], [-0.351, 0.005, -6.048], [0.323, -1.824, -7.834], [0.933, -1.534, -9.199], [1.470, -0.101, -9.108], [0.372, 0.777, -8.486], [-0.369, -2.663, -7.822], [1.090, -1.957, -7.071], [1.722, -2.246, -9.439], [0.172, -1.604, -9.978], [2.356, -0.098, -8.469], [1.767, 0.283, -10.082], [0.769, 1.576, -7.866], [-0.302, 1.187, -9.235]],
  "orbital_gap_ev": 9.3,
  "total_energy_ev": -134027.60838,
  "multiplicity": 1,
  "homo_energy_ev": -9.050
}